# 1
{"formula": "C4H9N2", "method": "wB97M-V/def2-TZVPD", "elements": ["C", "N", "C", "C", "N", "C", "H", "H", "H", "H", "H", "H", "H", "H", "H"], "positions_angstrom": [[0.0763, -2.2474, -1.2975], [-0.4830, -1.5234, -0.3794], [-0.1976, -0.1379, 0.1146], [0.9822, 0.4957, -0.5779], [-0.8526, 0.3380, 1.1219], [-0.6856, 1.6487, 1.4963], [-0.3622, -3.2860, -1.3756], [0.6294, -1.5909, -2.0629], [-1.1610, -1.8972, 0.3600], [1.3179, 1.1682, 0.1720], [0.8994, 0.9426, -1.5934], [1.7857, -0.1566, -0.6538], [-1.6726, 2.1153, 1.8470], [0.1126, 1.7700, 2.2137], [-0.3889, 2.3610, 0.6151]], "forces_ev_per_angstrom": [[-1.93, 1.95, -0.27], [-0.93, -0.20, 3.12], [0.15, 1.05, -0.09], [-1.33, 0.77, -0.19], [0.41, -4.64, -3.60], [-0.72, 4.72, -1.09], [1.18, 1.15, -0.29], [-0.23, -1.87, 1.12], [0.94, -0.15, -1.49], [0.47, 1.28, 0.02], [-0.55, 0.00, 0.87], [1.41, -1.76, -0.12], [1.52, -0.99, 0.02], [-0.01, -0.02, 0.65], [-0.38, -1.29, 1.34]], "smiles": "C=[NH+]/C(C)=N/C", "energy_ev": -7265.0785, "de_lowest_kj_mol": 295.56, "e_homo_ha": -0.53760, "homo_lumo_gap_ev": 8.75, "lumo_ev": -5.88, "charge": 1}

***

# 2
{"formula": "C4H9N2", "method": "wB97M-V/def2-TZVPD", "elements": ["C", "C", "C", "C", "N", "N", "H", "H", "H", "H", "H", "H", "H", "H", "H"], "positions_angstrom": [[0.8607, -0.3404, 0.7961], [-2.2092, -0.4733, -0.1053], [-1.4727, 0.0049, -1.2879], [3.0644, -0.2993, -0.3604], [1.8315, -0.3352, 0.1698], [-1.7488, -0.5200, 1.0864], [-3.2913, -0.6041, -0.1761], [-0.3705, -0.1886, -1.2114], [-1.7721, 1.1462, -1.2313], [-1.9457, -0.5075, -2.2789], [3.2437, -0.9627, -1.2720], [3.8867, -0.6111, 0.2323], [3.3603, 0.6242, -0.7269], [-0.8065, -0.1870, 1.2272], [-2.2041, -0.9757, 1.8627]], "forces_ev_per_angstrom": [[1.10, 0.24, -0.23], [-1.19, 0.32, 0.41], [-0.99, 0.34, -1.52], [3.13, -2.15, -3.42], [-2.02, -0.23, 1.63], [-0.82, -0.24, -0.38], [0.21, -0.69, -0.32], [-1.25, 0.55, -0.25], [0.89, -1.92, -0.72], [1.17, 1.49, 2.43], [-1.02, 0.53, 1.02], [0.23, -0.38, 1.50], [0.02, 2.19, -0.48], [1.17, -0.37, 0.29], [-0.64, 0.33, 0.05]], "energy_ev": -7265.2235, "de_lowest_kj_mol": 281.56, "e_homo_ha": -0.57499, "homo_lumo_gap_ev": 11.35, "lumo_ev": -4.30, "charge": 1}

***

# 3
{"formula": "C4H9N2", "method": "wB97M-V/def2-TZVPD", "elements": ["C", "C", "N", "C", "N", "C", "H", "H", "H", "H", "H", "H", "H", "H", "H"], "positions_angstrom": [[-0.2740, 1.7796, -0.1842], [-0.5186, 0.3946, 0.3126], [-1.5567, -0.3111, -0.3788], [-0.9269, -1.3286, -0.8583], [0.5573, -0.6370, -0.2535], [1.6118, -1.1190, 0.5944], [-0.8480, 2.5489, 0.3709], [-0.5286, 1.9252, -1.2672], [0.8644, 1.9562, -0.0205], [-0.7427, 0.4371, 1.4115], [-2.4596, 0.1148, -0.6349], [-1.1797, -2.2022, -1.5559], [1.8199, -0.5573, 1.4969], [1.6203, -2.1546, 0.9444], [2.5614, -0.8466, 0.0225]], "forces_ev_per_angstrom": [[1.48, 1.40, -0.51], [1.36, -0.55, 0.34], [-1.13, -0.47, -1.10], [4.09, 0.91, 1.58], [-6.55, 0.06, -0.59], [2.80, -0.09, -0.66], [0.41, -0.52, -0.12], [0.53, -0.36, 0.87], [-2.02, 0.03, -0.37], [0.66, -0.72, -0.83], [0.34, -0.65, 0.02], [0.34, 1.51, 1.15], [-1.04, 0.58, 0.35], [-0.28, 0.01, -0.62], [-0.98, -1.13, 0.50]], "smiles": "C[C@H]1[NH+]=CN1C", "energy_ev": -7263.8368, "de_lowest_kj_mol": 415.36, "e_homo_ha": -0.53174, "homo_lumo_gap_ev": 9.53, "lumo_ev": -4.94, "charge": 1}

***

# 4
{"formula": "C4H9N2", "method": "wB97M-V/def2-TZVPD", "elements": ["C", "C", "C", "C", "N", "N", "H", "H", "H", "H", "H", "H", "H", "H", "H"], "positions_angstrom": [[-2.0331, 0.2848, 0.3645], [-1.1281, -0.8518, 0.0100], [0.4461, 1.0840, -0.6471], [1.4872, 0.7614, 0.4700], [-0.4537, 0.4100, 0.3124], [1.9828, -0.5716, 0.2677], [-2.5430, 0.4080, 1.3602], [-2.5281, 1.0098, -0.3475], [-1.0201, -1.6903, 0.6458], [-1.1797, -0.8294, -1.1169], [0.0280, 2.1087, -0.6378], [0.3608, 0.5613, -1.5125], [1.9965, -1.0742, -0.6363], [1.5825, -1.1434, 1.0884], [3.0021, -0.4672, 0.3791]], "forces_ev_per_angstrom": [[0.89, 2.46, 1.19], [-0.64, 2.84, -3.29], [-1.70, 1.33, 4.16], [-3.39, 2.37, -0.95], [-0.11, -0.99, 1.73], [1.23, -2.41, 0.71], [1.15, -0.44, -0.85], [0.70, -1.53, 0.23], [0.07, -0.85, 0.28], [0.21, -1.82, 1.12], [1.25, -0.26, -0.55], [0.58, -1.12, -3.15], [-1.20, -0.06, -0.01], [1.09, 0.61, -1.54], [-0.14, -0.13, 0.92]], "energy_ev": -7260.9178, "de_lowest_kj_mol": 697.00, "e_homo_ha": -0.51227, "homo_lumo_gap_ev": 9.51, "lumo_ev": -4.43, "charge": 1}